(1)
Entry from the Open Molecules 2025 dataset: a molecular structure, C26H16Br4N4O4ReS (ωB97M-V/def2-TZVPD).

Results
HOMO-LUMO gap (alpha / beta) ... 6.53 / 6.33 eV
Spin multiplicity ... 2
⟨S²⟩ ... 0.757

CARTESIAN COORDINATES (ANGSTROEM)
Re (0.888, 0.530, -0.027)
Br (4.687, 0.167, -3.253)
Br (7.291, -1.452, -1.889)
Br (4.203, -1.985, 2.928)
Br (7.037, -2.547, 1.225)
S (-4.427, -3.872, 2.716)
O (0.836, 1.653, 1.582)
O (2.231, -0.423, 1.139)
O (0.075, -0.219, -1.770)
O (2.385, 0.332, -1.215)
N (-0.624, 1.871, -0.652)
N (-2.241, -4.115, 4.173)
N (-0.498, -0.740, 0.971)
N (-1.278, 1.603, -1.865)
C (-0.689, 3.436, 1.200)
C (5.610, -1.619, 0.421)
C (-2.150, -2.458, 0.993)
C (0.271, 2.778, 1.974)
C (3.510, -0.261, -0.748)
C (4.652, -0.475, -1.488)
C (-1.377, -0.024, -3.638)
C (-1.278, 4.617, 1.693)
C (-1.359, -1.546, 0.329)
C (0.054, 4.466, 3.676)
C (0.638, 3.308, 3.223)
C (-0.802, -1.147, -4.222)
C (-2.872, -3.562, 3.123)
C (-0.832, 0.491, -2.360)
C (-0.915, 5.131, 2.911)
C (-2.046, -2.569, 2.374)
C (-2.958, 0.107, -5.443)
C (4.442, -1.399, 1.155)
C (-1.099, 2.923, -0.063)
C (3.389, -0.718, 0.567)
C (-1.155, -1.729, 3.034)
C (5.720, -1.158, -0.895)
C (-2.383, -1.016, -6.027)
C (-2.458, 0.604, -4.252)
C (-1.305, -1.640, -5.417)
C (-0.403, -0.832, 2.306)
H (-1.370, 6.041, 3.278)
H (-2.732, -4.808, 4.714)
H (-1.386, -1.454, -0.745)
H (-1.890, 3.439, -0.597)
H (1.391, 2.785, 3.798)
H (-1.058, -1.755, 4.110)
H (-3.799, 0.595, -5.920)
H (-2.025, 5.116, 1.088)
H (0.045, -1.616, -3.741)
H (0.312, -0.174, 2.773)
H (-1.246, -4.027, 4.290)
H (-2.775, -1.402, -6.959)
H (-2.895, 1.477, -3.787)
H (0.348, 4.868, 4.637)
H (-2.840, -3.084, 0.445)
H (-0.851, -2.510, -5.873)



(2)
Entry from the Open Molecules 2025 dataset: 2 unconnected molecules or ions with the total composition C7H7N4S2 (ωB97M-V/def2-TZVPD).

Results
HOMO-LUMO gap ... 6.30 eV
Charge ... -1

CARTESIAN COORDINATES (ANGSTROEM)
S (-4.416, 2.195, -0.449)
S (-2.568, -2.627, 0.422)
N (-4.410, 0.567, -0.214)
N (-3.288, -0.167, -0.253)
N (-5.024, -1.325, 0.484)
N (-5.453, -0.102, 0.280)
C (-3.713, -1.324, 0.180)
C (-0.151, 1.202, -0.757)
C (0.422, 0.336, 1.407)
C (0.800, 0.323, -1.309)
C (1.684, -0.433, -0.486)
C (-0.316, 1.180, 0.602)
C (1.438, -0.387, 0.859)
H (2.150, -1.100, 1.472)
H (0.964, 0.248, -2.398)
H (-0.840, 1.817, -1.429)
H (-0.832, 1.995, 1.012)
H (0.109, 0.108, 2.443)
H (-1.782, -1.621, 0.191)
H (2.523, -0.932, -0.937)



Respective relative energy (zero: lowest compared OMol25 entry of this formula, charge and spin) values: 0.581; 0.000 eV.